C35H32ClN3O4RhS | ωB97M-V/def2-TZVPD

Results
Orbital gap, Ha: 0.1872
Highest occupied orbital energy, hartree: -0.3166
Energy, eV: -75833.4875
Energy above the lowest of the compared OMol25 structures with the same formula, charge and spin, kJ/mol: 158.18
Net charge: +1

Positions of all 77 atoms, in Å:
Rh  -0.1769  -0.3780  -1.3358
C  -4.3205  -1.2580  -2.9000
C  -3.1060  -0.4135  -2.6339
O  -2.2204  -0.8356  -1.8862
N  -3.0688  0.7976  -3.2099
C  -2.0056  1.7716  -2.9931
C  -0.7475  1.4524  -3.7530
C  -0.5212  1.9732  -5.0144
C  0.6507  1.6508  -5.6804
C  1.5605  0.8239  -5.0493
C  1.2721  0.3417  -3.7837
N  0.1300  0.6403  -3.1448
H  -4.8852  -1.3596  -1.9729
H  -3.9979  -2.2517  -3.2055
H  -4.9715  -0.8397  -3.6647
H  -3.8206  1.0438  -3.8306
H  -1.7688  1.8070  -1.9275
H  -2.3923  2.7423  -3.2977
H  -1.2526  2.6328  -5.4624
H  0.8493  2.0469  -6.6672
H  2.4964  0.5544  -5.5174
H  1.9561  -0.2787  -3.2210
N  1.7182  -0.0884  -0.9684
C  2.6980  -0.1505  -0.1950
C  2.6376  0.2364  1.2618
C  1.8683  1.4719  1.6055
C  1.8704  1.9240  3.0802
C  2.3966  0.9460  4.0679
C  3.0248  -0.1533  3.6564
C  3.2004  -0.4764  2.2403
C  4.0123  -0.7239  -0.6482
C  5.2253  -0.0826  -0.4180
C  6.4085  -0.6218  -0.9019
C  6.3885  -1.8208  -1.6009
C  5.1833  -2.4763  -1.8165
C  3.9994  -1.9273  -1.3465
H  2.1529  2.2787  0.9301
H  2.3176  2.9088  3.2068
H  2.2962  1.1998  5.1146
H  3.4427  -0.8329  4.3880
H  3.7977  -1.3413  1.9810
H  5.2441  0.8499  0.1359
H  7.3465  -0.1082  -0.7344
H  7.3117  -2.2464  -1.9720
H  5.1686  -3.4203  -2.3462
H  3.0494  -2.4269  -1.4931
C  -1.2395  -3.2948  -0.4323
S  -0.2618  -1.9390  0.2125
O  1.0139  -2.5124  0.6696
C  -1.2040  -1.6471  1.7197
C  -2.5831  -1.4906  1.7153
C  -3.2437  -1.2272  2.9066
C  -2.5257  -1.0967  4.0887
C  -1.1442  -1.2343  4.0809
C  -0.4792  -1.5176  2.8947
H  -1.2766  -4.0725  0.3280
H  -0.7114  -3.6405  -1.3181
H  -2.2268  -2.9402  -0.7097
H  -3.1443  -1.5711  0.7924
H  -4.3220  -1.1288  2.9126
H  -3.0457  -0.8977  5.0168
H  -0.5828  -1.1447  5.0024
H  0.5924  -1.6676  2.8662
Cl  -6.1119  2.3005  1.8660
C  -4.4046  2.1380  2.0106
C  -3.7999  2.4086  3.2348
C  -2.4330  2.2730  3.3511
C  -1.6864  1.8614  2.2455
C  -2.3018  1.5806  1.0231
C  -3.6680  1.7286  0.9055
C  -0.2539  1.7519  2.3262
O  0.4201  2.1614  3.3439
O  0.4195  1.2933  1.3452
H  -4.4025  2.7202  4.0755
H  -1.9405  2.4797  4.2915
H  -1.6998  1.2238  0.1873
H  -4.1714  1.5201  -0.0285

Cartesian forces (eV/Å) of the 2 atoms listed first:
-0.588 0.135 0.132
0.013 -0.010 -0.023

For reference, the Mulliken charges in units of e are: Rh 0.441; C -1.359; C 0.267; O -0.175; N 0.030; C -0.336; C 0.610; C -0.808; C -0.345; C -0.804; C -0.291; N 0.017; H 0.271; H 0.306; H 0.427; H 0.299; H -0.809; H 0.747; H 0.466; H 0.414; H 0.460; H 0.433; N -0.391; C -0.111; C 0.361; C -0.605; C 0.363; C -1.099; C -0.513; C -0.078; C -0.226; C 0.055; C -0.793; C -0.406; C -0.767; C -0.164; H 0.482; H 0.402; H 0.502; H 0.458; H 0.546; H 0.376; H 0.400; H 0.393; H 0.407; H 0.362; C -1.365; S 1.483; O -0.766; C 0.036; C -0.467; C -0.651; C -0.713; C -0.623; C -0.495; H 0.455; H 0.454; H 0.301; H 0.280; H 0.479; H 0.457; H 0.446; H 0.788; Cl -0.195; C 0.101; C -0.762; C -0.376; C -0.398; C 0.914; C -0.277; C 0.454; O -0.359; O 0.244; H 0.482; H 0.534; H -0.267; H 0.590

***

C35H32CrN6OP2S4 | ωB97M-V/def2-TZVPD

Results
Orbital gap (alpha / beta), Ha: 0.0967 / 0.2129
Highest occupied orbital energy (alpha / beta), hartree: 0.0465 / -0.0697
Multiplicity: 5
Energy, eV: -138147.4158
<S²>: 6.0771
Energy above the lowest of the compared OMol25 structures with the same formula, charge and spin, kJ/mol: 124.58
Net charge: -2

Positions of all 81 atoms, in Å:
Cr  1.0409  0.2664  -0.7116
S  2.2384  -0.4332  1.2589
P  0.2923  -0.7752  1.8541
C  -0.4870  -0.7328  0.3106
P  -1.6889  -1.8150  -0.2215
S  -2.4286  -1.5719  -2.0647
C  -3.1002  -1.7487  0.9676
C  -2.9597  -2.2906  2.2450
C  -3.9431  -2.1006  3.2048
C  -5.0844  -1.3687  2.9003
C  -5.2414  -0.8427  1.6248
C  -4.2565  -1.0378  0.6645
C  -1.2146  -3.5844  -0.1139
C  -2.1648  -4.6024  -0.0661
C  -1.7735  -5.9315  -0.0839
C  -0.4249  -6.2594  -0.1698
C  0.5237  -5.2508  -0.2285
C  0.1297  -3.9199  -0.1927
C  0.2153  -2.0677  3.0311
C  0.9897  -3.2714  2.8672
C  0.8627  -4.3266  3.7296
C  -0.0162  -4.2831  4.8379
C  -0.7216  -3.0769  5.0600
C  -0.6142  -2.0088  4.2075
C  -0.2798  0.6689  2.8297
C  0.5721  1.2758  3.7468
C  0.1318  2.3406  4.5172
C  -1.1724  2.8030  4.3870
C  -2.0293  2.1972  3.4807
C  -1.5801  1.1375  2.7021
H  -2.0644  -2.8423  2.5033
H  -3.8014  -2.5144  4.1961
H  -5.8477  -1.2092  3.6536
H  -6.1350  -0.2809  1.3751
H  -4.3779  -0.6618  -0.3460
H  -3.2180  -4.3512  -0.0182
H  -2.5216  -6.7146  -0.0312
H  -0.1175  -7.2991  -0.1808
H  1.5782  -5.4935  -0.2851
H  0.8709  -3.1302  -0.2128
H  1.7005  -3.3272  2.0528
H  1.4625  -5.2158  3.5552
H  -0.1182  -5.1267  5.5088
H  -1.3673  -2.9826  5.9296
H  -1.1844  -1.1114  4.4177
H  1.5888  0.9120  3.8372
H  0.8095  2.8196  5.2146
H  -1.5141  3.6416  4.9830
H  -3.0477  2.5520  3.3707
H  -2.2434  0.6593  1.9891
C  3.5151  2.9935  -1.1695
C  3.6951  1.7661  -2.0034
C  4.7175  1.6450  -2.9373
C  4.7863  0.4502  -3.6390
N  3.9554  -0.5624  -3.4694
C  2.9858  -0.3843  -2.5489
S  1.8149  -1.5636  -2.1714
N  2.8466  0.7613  -1.8260
H  4.3297  3.6979  -1.3370
H  3.4675  2.7223  -0.1147
H  2.5637  3.4708  -1.4047
H  5.4266  2.4441  -3.1018
H  5.5674  0.3035  -4.3827
C  -1.1183  -0.0043  -6.5214
C  -0.3866  1.2081  -5.9436
C  -0.5826  1.3150  -4.4673
N  0.3087  0.9671  -3.6166
N  -0.1217  1.0368  -2.3234
C  -1.3482  1.4751  -2.1985
N  -1.9718  1.6995  -1.0246
S  -2.0804  1.8185  -3.7318
H  -0.9338  -0.0955  -7.5936
H  -2.1953  0.0745  -6.3638
H  -0.7793  -0.9140  -6.0261
H  -0.7158  2.1262  -6.4382
H  0.6882  1.1108  -6.1016
H  -1.4963  1.2042  -0.2539
H  -2.9613  1.5032  -1.0486
O  0.8848  4.2400  1.1178
C  0.8093  3.1526  0.6138
N  0.7219  2.0919  0.1045

Cartesian forces (eV/Å) of the 2 atoms listed first:
-0.007 -0.059 0.089
0.022 -0.006 0.038

For reference, the Mulliken charges in units of e are: Cr -0.662; S -0.865; P 0.587; C 0.798; P 1.999; S -0.670; C -0.458; C -0.177; C -0.728; C -0.596; C -0.557; C -0.691; C -0.069; C -0.604; C -0.623; C -0.476; C -0.806; C 0.165; C 0.838; C -0.680; C -0.533; C -0.952; C -0.281; C -0.709; C 0.324; C -0.493; C -0.722; C -0.436; C -0.961; C 0.619; H 0.658; H 0.465; H 0.353; H 0.383; H 0.361; H 0.413; H 0.375; H 0.339; H 0.420; H -0.088; H 0.366; H 0.359; H 0.331; H 0.386; H 0.339; H 0.386; H 0.333; H 0.321; H 0.389; H -0.044; C -1.245; C 0.935; C -0.927; C -0.141; N -0.672; C 0.612; S -0.510; N 0.222; H 0.423; H 0.215; H 0.226; H 0.365; H 0.391; C -1.044; C -0.589; C 0.345; N -0.878; N 1.262; C -0.050; N -0.153; S -0.238; H 0.363; H 0.303; H 0.299; H 0.283; H 0.263; H -0.287; H 0.343; O -0.784; C 0.632; N -0.391

***

C35H32N2O4PPdSSi | ωB97M-V/def2-TZVPD

Results
Orbital gap, Ha: 0.2638
Highest occupied orbital energy, hartree: -0.1699
Energy, eV: -79469.7948
Energy above the lowest of the compared OMol25 structures with the same formula, charge and spin, kJ/mol: 45.10
Net charge: -1

Positions of all 77 atoms, in Å:
Pd  0.2534  0.7055  0.4496
O  -1.2485  1.7817  1.3421
C  -2.4015  2.1991  0.9118
C  -2.7919  3.5383  1.1443
C  -3.9980  4.0401  0.7124
C  -4.8979  3.2293  0.0198
C  -4.5617  1.9050  -0.1819
C  -3.3514  1.3678  0.2670
C  -3.1451  -0.0764  0.1300
N  -2.0388  -0.7570  -0.0980
C  -2.4145  -2.0789  -0.1840
C  -3.7535  -2.2068  0.0020
N  -4.2103  -0.9255  0.2026
H  -2.0907  4.1700  1.6738
H  -4.2343  5.0819  0.8979
H  -5.8349  3.6220  -0.3526
H  -5.2484  1.2657  -0.7280
H  -1.6994  -2.8571  -0.3887
H  -4.4033  -3.0637  0.0197
H  -5.1425  -0.6484  0.4483
O  3.4842  0.9386  1.0108
S  3.7469  0.3144  -0.2793
O  4.9555  0.7526  -0.9454
O  2.5603  0.2790  -1.1485
C  4.0351  -1.3845  0.1987
C  5.3364  -1.8585  0.2238
C  5.6167  -3.1044  0.7677
C  4.5900  -3.8629  1.3070
C  3.2832  -3.3934  1.2572
C  2.9823  -2.1635  0.6774
P  1.2450  -1.6018  0.4178
C  0.9830  -2.3602  -1.2426
C  0.3070  -1.6054  -2.1966
C  0.0953  -2.1004  -3.4751
C  0.5698  -3.3555  -3.8239
C  1.2703  -4.1079  -2.8906
C  1.4824  -3.6081  -1.6144
C  0.3178  -2.6817  1.5767
C  -0.0934  -2.0689  2.7584
C  -0.8205  -2.7716  3.7087
C  -1.1611  -4.0966  3.4819
C  -0.7716  -4.7142  2.3008
C  -0.0393  -4.0111  1.3561
H  6.1175  -1.2220  -0.1702
H  6.6365  -3.4691  0.7872
H  4.7953  -4.8244  1.7618
H  2.4937  -4.0032  1.6762
H  -0.0591  -0.6230  -1.9292
H  -0.4332  -1.4944  -4.2004
H  0.4112  -3.7403  -4.8241
H  1.6693  -5.0784  -3.1600
H  2.0736  -4.1878  -0.9156
H  0.1399  -1.0214  2.9188
H  -1.1349  -2.2750  4.6180
H  -1.7392  -4.6440  4.2163
H  -1.0456  -5.7447  2.1093
H  0.2360  -4.5000  0.4298
C  1.2172  3.5751  2.0288
Si  1.0978  2.8367  0.3096
C  2.6695  3.3145  -0.5891
C  -0.2250  3.6458  -0.7842
C  -0.8307  2.9299  -1.8183
C  -1.7751  3.5156  -2.6485
C  -2.1223  4.8492  -2.4773
C  -1.5108  5.5896  -1.4772
C  -0.5762  4.9886  -0.6438
H  1.5236  4.6238  1.9445
H  1.9999  3.0516  2.5809
H  0.2812  3.4989  2.5779
H  2.5587  4.3931  -0.7601
H  2.7742  2.8301  -1.5599
H  3.5671  3.1207  -0.0089
H  -0.5669  1.8870  -1.9672
H  -2.2438  2.9281  -3.4293
H  -2.8656  5.3068  -3.1191
H  -1.7742  6.6313  -1.3339
H  -0.1220  5.5846  0.1426

Cartesian forces (eV/Å) of the 2 atoms listed first:
-0.463 0.017 0.025
0.034 0.273 0.299

For reference, the Mulliken charges in units of e are: Pd 0.369; O -1.158; C 0.641; C -0.249; C -0.461; C -0.905; C -0.884; C 0.538; C -0.241; N 0.449; C -0.234; C -1.271; N -0.049; H 0.331; H 0.392; H 0.359; H 0.474; H 0.377; H 0.442; H 0.262; O -0.622; S 1.404; O -0.780; O -0.587; C -0.286; C -0.537; C -0.656; C -0.765; C -0.322; C 0.210; P 0.372; C 0.530; C 0.275; C -0.785; C -0.623; C -0.673; C -0.436; C 0.726; C -0.785; C -0.707; C -0.601; C -0.752; C 0.365; H 0.547; H 0.364; H 0.411; H 0.355; H 0.029; H 0.451; H 0.363; H 0.416; H 0.373; H 0.400; H 0.412; H 0.365; H 0.412; H 0.327; C -1.315; Si 1.297; C -1.537; C 0.634; C -0.287; C -0.593; C -0.555; C -0.609; C -0.390; H 0.364; H 0.317; H 0.287; H 0.560; H 0.324; H 0.374; H 0.339; H 0.394; H 0.362; H 0.380; H 0.283